1.
The following is a DFT calculation (the ωB97M-V functional and the def2-TZVPD basis) of a molecular structure, C41H39CoF2O4P2SbSe4Si in a non-equilibrium geometry.

```
! wB97M-V def2-TZVPD RIJCOSX def2/J DEFGRID3
* xyz -1 5
Co 0.5021 -0.3046 0.1597
O -0.2200 1.3591 -0.6560
C -0.6439 1.4440 0.5507
C -2.1269 1.1926 0.8295
C -3.0960 2.0799 0.3604
C -4.4201 1.9096 0.7312
C -4.7970 0.8476 1.5519
C -3.8425 -0.0601 1.9883
C -2.5063 0.1259 1.6327
P -1.0835 -0.9601 1.8964
C -1.7944 -2.6580 1.7328
C -2.6777 -2.8963 0.6754
C -2.9832 -4.1888 0.2688
C -2.3947 -5.2743 0.9029
C -1.5559 -5.0551 1.9820
C -1.2648 -3.7605 2.3963
C -0.6990 -0.9213 3.6890
C 0.4251 -1.5828 4.1774
C 0.6435 -1.6729 5.5500
C -0.2292 -1.0655 6.4428
C -1.3407 -0.3875 5.9627
C -1.5821 -0.3293 4.5938
H -2.8103 2.9052 -0.2802
H -5.1705 2.6052 0.3737
H -5.8377 0.7219 1.8296
H -4.1291 -0.9237 2.5776
H -3.1194 -2.0614 0.1583
H -3.6536 -4.3435 -0.5702
H -2.5688 -6.2843 0.5461
H -1.0755 -5.8847 2.4802
H -0.6000 -3.6342 3.2373
H 1.1375 -2.0245 3.4939
H 1.4979 -2.2366 5.9040
H -0.0482 -1.1230 7.5118
H -2.0304 0.0873 6.6520
H -2.4748 0.1652 4.2318
F 2.5323 1.6247 -0.8309
C 2.3440 0.2443 -0.6439
F 2.4316 -0.2671 -1.9679
H 3.2513 -0.1086 -0.1701
Se 5.1160 -4.3051 0.9187
Sb 2.5946 -4.3531 1.1271
Se 2.5953 -5.1181 3.4480
Se 1.8566 -6.6175 0.2412
Se 1.4635 -2.1680 0.5347
C -3.4794 5.0604 3.4861
C -2.9879 3.9103 4.0931
C -1.8654 3.2750 3.5734
C -1.2121 3.7686 2.4338
C -1.7165 4.9370 1.8467
C -2.8403 5.5758 2.3655
Si 0.2232 2.8179 1.6706
C 1.2239 3.9114 0.5342
C 0.6759 4.3783 -0.6671
C 1.4162 5.1569 -1.5462
C 2.7336 5.4809 -1.2414
C 3.2970 5.0300 -0.0554
C 2.5467 4.2539 0.8254
C 1.3690 2.2267 3.0122
C 1.3939 2.8312 4.2759
C 2.3483 2.4695 5.2228
C 3.2959 1.5013 4.9188
C 3.2942 0.8969 3.6657
C 2.3409 1.2602 2.7203
H -4.3518 5.5611 3.8918
H -3.4781 3.5057 4.9716
H -1.4886 2.3796 4.0613
H -1.2246 5.3567 0.9746
H -3.2206 6.4734 1.8902
H -0.3395 4.1071 -0.9380
H 0.9743 5.4944 -2.4774
H 3.3234 6.0690 -1.9356
H 4.3289 5.2650 0.1798
H 3.0051 3.9040 1.7418
H 0.6711 3.6034 4.5209
H 2.3540 2.9485 6.1959
H 4.0370 1.2159 5.6591
H 4.0265 0.1347 3.4218
H 2.3712 0.8021 1.7442
C 0.3858 -3.5362 -2.4329
O -0.0324 -2.2512 -2.9135
P -0.3512 -0.9811 -1.9738
O -1.9440 -1.1665 -1.6820
C -2.8996 -1.4086 -2.7217
O -0.5236 0.0935 -3.1761
C 0.5245 0.4943 -4.0651
H 0.2475 -4.2322 -3.2614
H -0.2069 -3.8612 -1.5806
H 1.4318 -3.5107 -2.1491
H -2.4382 -1.8725 -3.5924
H -3.3636 -0.4687 -3.0202
H -3.6616 -2.0784 -2.3199
H 0.0433 0.9284 -4.9410
H 1.1320 -0.3582 -4.3687
H 1.1593 1.2347 -3.5857
*
```

Highest occupied orbital energy (spin up / spin down) (eV): -3.950 / -4.427
Kohn-Sham gap (spin up / spin down) (eV): 6.04 / 4.97
⟨S²⟩: 6.23

---

2.
The following is a DFT calculation (the ωB97M-V functional and the def2-TZVPD basis) of a single C2H3ClNOP molecule in a non-equilibrium geometry.

```
! wB97M-V def2-TZVPD RIJCOSX def2/J DEFGRID3
* xyz 0 1
C 0.0866 -0.0818 -0.1302
P 1.8799 -0.0270 -0.3911
O 2.1426 -0.0008 -1.8930
Cl 2.7928 -1.5010 0.5420
C 2.5368 1.5426 0.2931
N 2.8940 2.5545 0.7000
H -0.3057 -1.0411 -0.6134
H -0.2779 0.1073 0.8833
H -0.1992 0.6893 -0.7753
*
```

Highest occupied orbital energy (eV): -11.154
Kohn-Sham gap (eV): 11.58
SMILES: C[P@](=O)(Cl)C#N

---

3.
The following is a DFT calculation (the ωB97M-V functional and the def2-TZVPD basis) of 2 unconnected molecules or ions with the total composition C4H10NO3 in a non-equilibrium geometry.

```
! wB97M-V def2-TZVPD RIJCOSX def2/J DEFGRID3
* xyz -1 1
C -0.0465 1.6817 -0.5396
N 0.9774 0.8119 0.0168
C 1.2286 1.2669 1.3867
C 0.6781 -0.5977 -0.0331
C 0.1981 -1.0618 -1.4510
O 1.0624 -1.2926 -2.3053
O -1.0633 -1.1331 -1.5469
H -0.9430 1.7802 0.1126
H -0.6647 1.2315 -1.3308
H 0.3403 2.6542 -0.8325
H 0.4773 0.8087 2.0469
H 1.4150 2.3306 1.5048
H 2.1808 0.7957 1.6804
H 1.5257 -1.1997 0.3238
H -0.1136 -0.9043 0.6845
H -2.4453 -3.1579 0.0444
H -2.1391 -1.7237 -0.1866
O -2.6681 -2.2908 0.4250
*
```

Highest occupied orbital energy (eV): -4.462
Kohn-Sham gap (eV): 8.30

---

Asked for ΔE to the lowest compared entry with this formula, charge and spin across the records above, the calculation gives 55.8, 2.6, 34.3 kcal/mol in order.